# 1
Here is 4 unconnected molecules or ions with the total composition C32H41FNO6 from OMol25. Energies are from ωB97M-V/def2-TZVPD.

Results
HOMO-LUMO gap ... 2.7 eV
Total charge ... -1
Electronic energy ... -1849.9042 a.u.
LUMO level ... 0.03 eV

XYZ file:
```
81
C32H41FNO6 (ωB97M-V/def2-TZVPD)
C 2.86580 -4.37768 2.22050
C 2.15200 -3.87889 0.96464
C 1.17407 -2.72855 1.24832
C -0.28628 -3.17766 1.41481
C -1.07244 -2.38575 2.47798
C -2.47131 -1.94233 2.02166
C -3.02408 -0.70418 2.75495
C -2.83420 0.59630 1.95247
C -1.44244 1.26170 1.98551
C -0.60577 1.03599 0.71981
C 0.47618 2.11128 0.46250
N 1.41638 2.42897 1.48757
C 2.43837 1.53968 1.74773
F 2.61778 0.48883 0.72912
C 2.34778 0.78342 3.08523
C 2.60039 1.73875 4.25913
H 3.39529 -3.55088 2.70418
H 2.15292 -4.78006 2.94770
H 3.59992 -5.15733 1.99560
H 2.90031 -3.55219 0.23341
H 1.60646 -4.71883 0.51180
H 1.25021 -1.97098 0.46791
H 1.48771 -2.22164 2.16596
H -0.81755 -3.06318 0.46504
H -0.27512 -4.24787 1.65772
H -0.48327 -1.50836 2.76253
H -1.20105 -2.98650 3.38733
H -3.14923 -2.79562 2.14526
H -2.44774 -1.72212 0.94767
H -2.50861 -0.61422 3.72215
H -4.08654 -0.83228 2.98420
H -3.58932 1.32182 2.27850
H -3.07685 0.36773 0.90437
H -1.55402 2.34562 2.11570
H -0.88795 0.91902 2.86573
H -1.29163 1.05657 -0.14382
H -0.14844 0.03723 0.73477
H -0.09365 3.03640 0.25232
H 0.94931 1.83426 -0.50315
H 3.43601 2.03993 1.74275
H 1.34810 0.34396 3.15654
H 3.07780 -0.03574 3.08404
H 3.58600 1.58481 4.71243
H 2.54583 2.77675 3.91706
H 1.85706 1.63504 5.05474
C 3.01634 7.90040 0.30801
C 2.70292 7.23929 -0.80048
C 2.35061 5.78810 -0.76198
O 2.07337 5.21491 -1.79488
C 2.35913 5.10560 0.55701
C 2.67275 5.78576 1.66051
C 3.02476 7.21891 1.63219
O 3.31397 7.84582 2.63447
H 3.27735 8.95187 0.31409
H 2.68621 7.70689 -1.77781
H 2.08010 4.03235 0.63437
H 2.67411 5.30415 2.63113
C 2.21438 -2.35312 -3.16214
C 1.27106 -1.92900 -2.32510
C -0.12068 -2.43520 -2.43551
O -0.99432 -2.04447 -1.68869
C -0.42485 -3.41643 -3.50447
C 0.51657 -3.82857 -4.34663
C 1.91389 -3.33460 -4.23570
O 2.77400 -3.71781 -5.00106
H 3.23716 -2.00211 -3.11120
H 1.45876 -1.20015 -1.54483
H -1.44919 -3.75818 -3.56047
H 0.32136 -4.53178 -5.14606
C -3.64942 -1.29048 -3.61172
C -4.68073 -0.60884 -3.11849
C -5.85027 -0.25479 -3.96124
O -6.79421 0.36178 -3.51726
C -5.82704 -0.68878 -5.38420
C -4.79832 -1.36843 -5.87981
C -3.62927 -1.72479 -5.03224
O -2.69884 -2.34994 -5.49782
H -2.79362 -1.55552 -3.00086
H -4.71801 -0.28079 -2.08722
H -6.69188 -0.41618 -5.97584
H -4.75236 -1.69708 -6.91042
```

---

# 2
Here is a molecular structure, C32H41InN6O5S2Se2 from OMol25. Energies are from ωB97M-V/def2-TZVPD.

Results
HOMO-LUMO gap ... 7.8 eV
Electronic energy ... -7738.1821 a.u.
LUMO level ... -0.23 eV

XYZ file:
```
89
C32H41InN6O5S2Se2 (ωB97M-V/def2-TZVPD)
In 0.43935 -0.48061 -0.22022
C 2.10919 2.10754 1.80017
C 2.05793 0.61443 1.91166
N 0.87997 0.09165 2.14028
N 0.83051 -1.13202 2.72145
C -0.06624 -1.98260 2.41678
S -1.17178 -1.90243 1.05973
S -0.23255 -3.42672 3.42345
C 1.52322 -3.83862 3.79460
C 1.97508 -5.01300 2.96851
C 1.94345 -4.95112 1.57684
C 2.28416 -6.05523 0.81424
C 2.66657 -7.23974 1.43195
C 2.72603 -7.30246 2.81412
C 2.37960 -6.19524 3.57752
C 3.24806 -0.20384 1.81565
C 4.46625 0.20607 2.37309
C 5.58175 -0.59658 2.31167
C 5.49524 -1.82865 1.65829
C 4.33086 -2.22026 1.03844
C 3.16541 -1.42108 1.08076
O 2.10031 -1.80668 0.43155
H 2.19685 2.52437 2.80707
H 2.96053 2.44123 1.20949
H 1.17613 2.47142 1.36934
H 2.08555 -2.92877 3.59014
H 1.56645 -4.07075 4.85661
H 1.65026 -4.02724 1.09472
H 2.24036 -5.99748 -0.26707
H 2.91110 -8.10999 0.83614
H 3.02812 -8.22038 3.30215
H 2.42558 -6.25118 4.65906
H 4.50031 1.14759 2.90837
H 6.50911 -0.28579 2.77310
H 6.35859 -2.48230 1.62798
H 4.26655 -3.17801 0.53632
C -4.63921 1.84232 -2.87935
Se -3.19944 1.67090 -1.55536
C -4.27078 0.94506 -0.07341
C -3.91159 1.59282 1.24991
Se -1.98815 1.59732 1.73489
C -1.70320 3.53325 1.70975
H -5.04290 0.86963 -3.15231
H -4.18442 2.30820 -3.75104
H -5.42862 2.48440 -2.49671
H -4.10766 -0.13131 -0.02392
H -5.31356 1.14061 -0.32729
H -4.41455 1.05377 2.05272
H -4.22933 2.63396 1.26800
H -2.60078 4.02870 2.07084
H -1.45707 3.85637 0.70079
H -0.87881 3.73911 2.38850
C 4.12442 -1.60960 -2.12281
C 3.60846 -0.22060 -2.01203
N 2.40081 0.16534 -1.64208
C 2.37623 1.53056 -1.72668
C 3.58758 1.98447 -2.17618
N 4.34486 0.85847 -2.34762
C 4.18976 3.31166 -2.47478
O 3.42970 4.35884 -2.28979
O 5.33332 3.35684 -2.86735
C 1.14746 2.27911 -1.36189
O 1.12007 3.50541 -1.51959
O 0.18391 1.58599 -0.90023
H 3.50906 -2.27914 -1.52838
H 5.14919 -1.65667 -1.75579
H 4.11974 -1.93376 -3.16630
H 5.30571 0.88801 -2.65577
H 2.49687 4.09722 -2.00208
C -1.61134 -2.22563 -2.11013
C -1.93111 -3.06475 -3.37294
N -0.89735 -2.86355 -4.38524
C -0.79465 -1.43417 -4.67197
C -0.32143 -0.66464 -3.41278
N -0.28566 -1.59271 -2.26652
C 0.71949 -2.64209 -2.52952
C 0.37705 -3.35203 -3.86470
H -1.58880 -2.85434 -1.22333
H -2.34376 -1.43173 -1.94771
H -2.89406 -2.78315 -3.80186
H -1.97285 -4.12851 -3.13344
H -1.77910 -1.08460 -4.98768
H -0.10686 -1.29082 -5.50710
H -0.99703 0.15409 -3.16848
H 0.67841 -0.24646 -3.53986
H 0.71895 -3.32842 -1.67949
H 1.68917 -2.15431 -2.58132
H 0.30139 -4.43206 -3.73100
H 1.14317 -3.15793 -4.61797
```

---

# 3
Here is a molecular structure, C32H41IrN2O from OMol25. Energies are from ωB97M-V/def2-TZVPD.

Results
HOMO-LUMO gap (spin up / spin down) ... 5.1 / 5.6 eV
Total charge ... +1
Expectation value of S² ... 8.785
Spin multiplicity ... 6
Electronic energy ... -1532.5456 a.u.
LUMO level (spin up / spin down) ... -1.81 / -5.20 eV

XYZ file:
```
77
C32H41IrN2O (ωB97M-V/def2-TZVPD)
C -1.72053 -0.25486 1.58468
C -2.34402 -0.00332 0.31667
C -2.02885 1.36613 -0.07126
C -1.19733 1.92718 0.93346
C -0.94263 0.90677 1.93697
Ir 0.00000 0.00000 0.00000
C 1.59598 1.49346 -2.26217
C 1.88824 0.68244 -0.98098
H 2.58399 -0.15084 -1.15692
C 1.82585 1.17882 0.37758
H 1.62680 2.24526 0.54831
H 2.51281 0.75018 1.11919
C 2.81106 1.42647 -3.21774
H 2.98394 0.38912 -3.55278
H 2.66084 2.05667 -4.11316
H 3.71785 1.77629 -2.69362
C 1.28611 2.96817 -1.93483
H 0.40861 3.04124 -1.27241
H 2.14637 3.43466 -1.42607
H 1.07102 3.54623 -2.84969
C -3.36338 -0.88785 -0.35082
H -3.01200 -1.93018 -0.43032
H -4.30690 -0.89638 0.22909
H -3.60178 -0.52942 -1.36403
C -2.58939 2.06908 -1.27590
H -2.71840 1.37697 -2.12356
H -3.58049 2.50547 -1.04634
H -1.93097 2.88585 -1.61106
C -0.78795 3.36560 1.06764
H -0.87136 3.90850 0.11315
H -1.45070 3.86982 1.79637
H 0.24441 3.47669 1.43989
C -0.19597 1.11933 3.22504
H 0.54669 1.92781 3.12618
H -0.88709 1.39214 4.04673
H 0.34247 0.20635 3.52619
C -1.88071 -1.49423 2.41854
H -1.02006 -1.64685 3.08862
H -2.79142 -1.41754 3.04263
H -1.97482 -2.39300 1.78895
C -0.21277 -0.31106 -2.41099
C 0.36628 0.86671 -2.95087
C -1.30609 -0.94575 -3.03763
C -0.24707 1.43313 -4.08368
H 0.41963 -0.95315 -1.71707
C -1.88549 -0.37430 -4.17388
H -1.68605 -1.88504 -2.62559
C -1.35606 0.82275 -4.68787
H 0.15265 2.35817 -4.51244
H -2.73879 -0.85546 -4.66254
H -1.80471 1.27809 -5.57736
C 3.41547 -4.48696 3.50017
N 2.87538 -3.46913 2.58754
N 1.60933 -3.29681 2.20142
C 1.55348 -2.22017 1.34575
O 0.47913 -1.74326 0.93323
C 2.85683 -1.77123 1.15845
C 3.64411 -2.55608 1.96587
C 5.12982 -2.41052 2.13290
C 0.47490 -4.06469 2.65573
C 0.30736 -4.38748 4.01666
C -0.79643 -5.13299 4.43683
C -1.74190 -5.56765 3.50562
C -1.58896 -5.24819 2.15431
C -0.49043 -4.49559 1.73189
H 2.66144 -5.21735 3.83305
H 3.86405 -3.99096 4.38869
H 4.20364 -5.07036 2.98150
H 3.28346 -1.00477 0.56973
H 5.36282 -2.19114 3.19608
H 5.64009 -3.34782 1.83101
H 5.51576 -1.57574 1.51059
H 1.01530 -4.04525 4.75966
H -0.92016 -5.37244 5.48494
H -2.59436 -6.14847 3.83109
H -2.32162 -5.58385 1.43267
H -0.38235 -4.25962 0.68108
```

---

# 4
Here is a molecular structure, C32H42BCl30F2O4 from OMol25. Energies are from ωB97M-V/def2-TZVPD.

Results
HOMO-LUMO gap ... 5.9 eV
Total charge ... -1
Electronic energy ... -15575.0594 a.u.
LUMO level ... 0.95 eV

XYZ file:
```
111
C32H42BCl30F2O4 (ωB97M-V/def2-TZVPD)
C 3.20155 3.54047 2.19636
C 2.53864 3.83872 0.86342
C 2.31668 2.49193 -0.10064
C 0.71011 2.23186 0.08905
C 0.31006 1.14333 1.24763
C -1.35379 0.99029 1.16817
C -1.97478 0.02686 2.34011
C -2.90350 -1.22494 1.73402
C -3.96873 -0.70626 0.56620
O -4.95700 -1.77450 0.20402
C -5.37453 -1.61128 -1.21054
C -6.89136 -0.99913 -1.53579
O -4.64216 -1.94888 -2.27533
O 3.29795 1.54795 0.45563
B 4.55095 1.35935 -0.35827
C 5.56638 2.62523 -0.09348
C 7.06632 2.46235 -0.73393
F 7.93521 1.88068 0.31805
C 5.00671 -0.15196 0.12040
C 6.17283 -0.84363 -0.80141
C 7.48033 -1.36577 0.06391
C 7.22656 -2.15919 1.48294
C 8.44986 -2.76517 2.40189
C 9.99808 -2.55602 1.89330
C 10.28235 -1.74026 0.47617
C 9.04715 -1.12201 -0.45867
O 3.98458 1.52892 -1.74320
C 2.87458 2.53422 -1.64356
F 1.87726 2.27809 -2.74903
H 4.30192 3.97053 2.33011
H 2.67486 2.86484 3.02315
H 2.21806 4.91639 0.53847
H 0.14134 1.94531 -0.89392
H 0.24357 3.27347 0.43918
H 0.73004 0.06524 1.06640
H 0.60437 1.50270 2.34729
H -1.77135 2.09665 1.26708
H -1.58127 0.64908 0.06984
H -2.75084 0.70002 2.94723
H -1.20265 -0.36159 3.12896
H -3.58595 -1.71831 2.57281
H -2.14602 -1.98867 1.26355
H -4.51643 0.30300 0.89089
H -3.40185 -0.45573 -0.45388
H -7.34441 -0.43989 -0.61201
H -6.84787 -0.34148 -2.51870
H -7.59173 -1.92889 -1.77227
H 5.13536 3.67151 -0.46567
H 5.69925 2.71650 1.08360
H 7.11218 1.92102 -1.77027
H 7.47454 3.56879 -0.91899
H 5.27410 -0.09051 1.27756
H 4.04018 -0.83447 0.05671
H 5.68691 -1.82424 -1.27325
H 6.45961 -0.15788 -1.70526
H 6.12095 -2.32134 1.84358
H 8.17964 -3.31670 3.40503
H 10.86424 -3.00168 2.56559
H 11.38422 -1.58116 0.07252
H 9.23013 -0.53828 -1.46191
H 3.17098 3.65526 -1.80232
C 0.49476 3.83921 5.20661
Cl 1.22360 3.77596 3.59278
Cl 0.66767 2.27917 6.02884
Cl 1.22651 5.13434 6.16935
H -0.57122 4.05335 5.09492
C 10.32224 -6.27480 1.21128
Cl 9.65933 -6.33218 -0.43095
Cl 9.55635 -4.97915 2.14636
Cl 10.11083 -7.83593 2.02237
H 11.39259 -6.06411 1.14344
C 10.52822 -1.31976 -4.21923
Cl 9.09445 -2.36083 -4.20859
Cl 10.25541 0.12484 -3.23011
Cl 11.94759 -2.20983 -3.64226
H 10.71566 -1.00227 -5.24817
C -10.26809 -3.54224 -0.69605
Cl -8.68775 -4.33435 -0.81746
Cl -10.18853 -2.16179 0.41196
Cl -10.82912 -3.02487 -2.29520
H -10.98518 -4.26380 -0.29633
C -11.88318 -0.53280 -5.41184
Cl -11.29411 -2.17944 -5.12690
Cl -10.69376 0.65798 -4.85775
Cl -12.25131 -0.29211 -7.12830
H -12.80354 -0.39238 -4.83924
C 6.45358 4.11548 5.00339
Cl 7.09232 5.76796 4.97211
Cl 5.14184 3.93319 3.82620
Cl 7.74370 2.94370 4.68367
H 6.05086 3.92075 6.00066
C -14.54642 -3.71749 -0.09661
Cl -13.90768 -2.06501 -0.12789
Cl -15.85816 -3.89977 -1.27380
Cl -13.25630 -4.88927 -0.41633
H -14.94914 -3.91222 0.90066
C -17.79952 -7.19552 -1.81563
Cl -16.65267 -8.54035 -1.68988
Cl -18.56503 -7.17814 -3.41356
Cl -19.02475 -7.30144 -0.53997
H -17.24882 -6.26014 -1.68739
C -1.30564 6.31482 2.05218
Cl -0.81977 7.99992 2.30519
Cl 0.07712 5.34150 1.52276
Cl -2.01009 5.64159 3.53212
H -2.06536 6.28967 1.26679
C -0.51509 3.06400 -5.22443
Cl -1.34399 1.87832 -4.20132
Cl -1.30087 3.17600 -6.80862
Cl -0.47862 4.64972 -4.43458
H 0.51482 2.72984 -5.37371
```

---

# 5
Here is 10 unconnected molecules or ions with the total composition C32H42N10O5P from OMol25. Energies are from ωB97M-V/def2-TZVPD.

Results
HOMO-LUMO gap ... 6.4 eV
Total charge ... +1
Electronic energy ... -2509.5032 a.u.
LUMO level ... -4.17 eV

XYZ file:
```
90
C32H42N10O5P (ωB97M-V/def2-TZVPD)
C -0.59717 0.45686 5.36738
C -1.25168 0.13350 4.04572
C -2.50062 -0.47944 4.03158
C -3.11719 -0.82331 2.83760
C -2.48497 -0.52605 1.64175
C -1.24691 0.09199 1.63444
C -0.62185 0.42095 2.83260
C 0.73115 1.06109 2.89282
O 1.27516 1.23498 1.55958
C 2.50261 1.71799 1.53201
O 3.21587 1.98081 2.46125
C 2.99486 1.94347 0.12565
C 3.67134 0.93011 -0.54068
C 4.12464 1.14884 -1.81698
N 3.91048 2.32227 -2.41361
C 3.26471 3.32663 -1.79593
C 2.80596 3.17967 -0.50942
P 2.04638 4.61722 0.30824
O 3.06824 5.20264 1.16803
O 1.58357 5.64359 -0.81708
O 0.79454 4.12607 1.12630
H -0.06268 -0.41706 5.74227
H 0.05773 1.32208 5.32010
H -1.35980 0.69726 6.10573
H -2.96864 -0.69414 4.98377
H -4.07412 -1.32377 2.85495
H -2.98322 -0.81496 0.72653
H -0.75376 0.31462 0.69732
H 1.40281 0.45381 3.49933
H 0.68465 2.05002 3.35101
H 3.85673 -0.02204 -0.06549
H 4.64496 0.39678 -2.39191
H 4.22327 2.49894 -3.36638
H 3.13984 4.24554 -2.35197
H 0.81050 5.36069 -1.32578
H 0.07744 3.77340 0.55596
C -2.84020 -3.88128 -1.53157
C -3.43559 -3.55453 -0.24136
N -3.89399 -3.31446 0.78273
H -2.82052 -4.95692 -1.66741
H -3.42455 -3.43481 -2.33560
H -1.81979 -3.50458 -1.57218
C -0.59662 -5.38151 -5.23653
C -0.96870 -5.81682 -3.89745
N -1.26031 -6.16445 -2.84429
H -0.89084 -6.13627 -5.96285
H -1.10376 -4.44810 -5.47331
H 0.48025 -5.23416 -5.29156
C 0.20329 5.16303 4.29404
C -0.92951 4.84481 5.15511
N -1.82471 4.59471 5.82628
H -0.09836 5.87841 3.53202
H 1.01298 5.59197 4.88127
H 0.55832 4.25950 3.80390
C 7.81767 3.30534 -2.93086
C 7.12703 2.08058 -3.31240
N 6.60496 1.10949 -3.63340
H 8.23998 3.77644 -3.81607
H 7.12026 3.99651 -2.46043
H 8.61777 3.07301 -2.23074
C -4.92434 -7.49303 -3.65190
C -4.76066 -6.13403 -4.15750
N -4.61813 -5.06413 -4.54765
H -5.36818 -8.11878 -4.42399
H -3.95916 -7.90272 -3.36725
H -5.57381 -7.48171 -2.78738
C 2.82502 2.23741 7.12770
C 1.55043 1.77251 7.66221
N 0.54601 1.40721 8.07720
H 2.65518 2.99244 6.36182
H 3.42423 2.67034 7.92614
H 3.36833 1.40320 6.68773
C -6.83679 -8.93416 0.57701
C -5.92591 -9.14797 -0.54014
N -5.20598 -9.31675 -1.41710
H -7.79165 -9.41326 0.37040
H -6.41243 -9.36046 1.48364
H -6.99638 -7.86792 0.72585
C 2.11203 3.74221 -5.96949
C 3.44826 3.99171 -5.44163
N 4.50874 4.20923 -5.05481
H 2.16907 3.02942 -6.78984
H 1.47024 3.33689 -5.18881
H 1.68457 4.67381 -6.33535
C -2.97600 1.87318 -2.11245
C -1.93067 2.29306 -1.19169
N -1.10913 2.58759 -0.44880
H -2.77069 2.26048 -3.10834
H -3.01583 0.78604 -2.14959
H -3.93705 2.25316 -1.77104
```